Record 1
C3H11N3 | ωB97M-V/def2-TZVPD

The calculation puts the energy relative to the best compared isomer or geometry (same formula, charge and spin) at 0.1005 eV. Its electronic energy is -7758.088 eV. Its charge is -1. Its highest occupied orbital energy (alpha / beta) is 1.12 / -5.67 eV. As for the expectation value of S²: 0.750. As for the spin multiplicity: 2.

```
17
C3H11N3, DFT ωB97M-V/def2-TZVPD
C -3.49 0.75 -1.66
H 3.68 0.72 0.86
N -4.54 0.58 -2.35
H 1.65 1.06 1.27
H -3.90 -0.76 -0.39
C 2.28 -0.88 1.20
H 0.42 0.02 1.26
H -2.78 0.38 0.19
H 2.51 -1.55 2.05
N -3.18 -0.09 -0.61
H 1.76 -1.54 0.52
H -4.57 1.24 -3.13
C 3.57 -0.33 0.57
N 1.35 0.17 1.62
H -2.70 1.46 -1.84
H 3.49 -0.41 -0.50
H 4.46 -0.82 0.96
```

Atomic partial charges in e from the Mulliken method, atoms 1 to 8: atom 1 (C): -1.995, atom 2 (H): 0.346, atom 3 (N): -0.342, atom 4 (H): 0.364, atom 5 (H): 0.250, atom 6 (C): -0.358, atom 7 (H): 0.467, atom 8 (H): 0.652

---

Record 2
C3H11N3 | ωB97M-V/def2-TZVPD

The calculation puts the energy relative to the best compared isomer or geometry (same formula, charge and spin) at 0.6366 eV. Its electronic energy is -7759.447 eV. Its charge is 0. Its highest occupied orbital energy is -7.50 eV. As for the spin multiplicity: 1.

```
17
C3H11N3, DFT ωB97M-V/def2-TZVPD
N -1.21 2.25 1.63
H -0.33 1.74 1.60
N 1.71 -1.31 -0.03
N 1.62 0.92 -0.61
H -0.91 0.57 -0.92
H -0.71 -2.45 -0.80
H -2.13 -1.44 -1.07
H 1.17 -2.05 0.42
H -1.53 -1.67 0.58
H -1.94 1.53 1.57
H 2.46 -1.00 0.58
C -1.22 -1.55 -0.47
C 0.95 -0.25 -0.43
C -0.37 -0.33 -0.62
H 2.56 0.73 -0.96
H 1.13 1.56 -1.23
H -1.25 2.76 0.75
```

Atomic partial charges in e from the Mulliken method, atoms 1 to 8: atom 1 (N): -0.764, atom 2 (H): 0.266, atom 3 (N): -0.597, atom 4 (N): -0.597, atom 5 (H): 0.245, atom 6 (H): 0.376, atom 7 (H): 0.331, atom 8 (H): 0.225

---

Record 3
C3H11N3O | ωB97M-V/def2-TZVPD

The calculation puts the energy relative to the best compared isomer or geometry (same formula, charge and spin) at 1.2093 eV. Its electronic energy is -9805.170 eV. Its charge is -1. Its highest occupied orbital energy (alpha / beta) is 1.00 / -6.23 eV. As for the expectation value of S²: 0.751. As for the spin multiplicity: 2.

```
18
C3H11N3O, DFT ωB97M-V/def2-TZVPD
O 0.18 1.04 1.69
H -1.18 -0.37 -0.98
H 0.50 -3.56 -2.48
H 0.61 3.11 1.53
C -0.21 2.41 1.68
H 0.29 0.75 2.63
N 0.91 -0.45 -0.74
C 0.56 -3.18 -1.45
H -0.74 2.57 -0.25
H 1.03 0.33 -1.39
H -1.98 2.06 0.71
N -1.18 2.69 0.65
N -0.55 -2.29 -1.23
H 1.54 -2.70 -1.33
H 0.80 0.05 0.15
H 0.44 -4.05 -0.80
C -0.34 -1.06 -1.03
H -0.66 2.63 2.65
```

Atomic partial charges in e from the Mulliken method, atoms 1 to 8: atom 1 (O): 1.393, atom 2 (H): 0.279, atom 3 (H): 0.224, atom 4 (H): 0.525, atom 5 (C): -2.079, atom 6 (H): -0.519, atom 7 (N): -0.949, atom 8 (C): -0.789

---

Record 4
C3H11N3O | ωB97M-V/def2-TZVPD

The calculation puts the energy relative to the best compared isomer or geometry (same formula, charge and spin) at 2.7648 eV. Its electronic energy is -9805.236 eV. Its charge is 0. Its highest occupied orbital energy is -9.00 eV. As for the spin multiplicity: 1.

```
18
C3H11N3O, DFT ωB97M-V/def2-TZVPD
N -1.35 1.72 -0.69
H 0.12 -0.63 -1.53
H -2.00 1.84 -1.46
H -0.19 0.30 0.30
H 2.98 -0.44 1.55
C -1.25 0.35 -0.30
H 1.54 -1.72 -0.81
H -3.04 -0.11 0.30
O -2.16 -0.06 0.71
C 1.47 0.00 0.10
H 1.59 -1.55 1.59
H -1.60 2.32 0.08
N -1.13 -0.49 -1.39
H 1.45 0.09 2.24
H 1.60 1.07 -0.06
H -1.33 -1.45 -1.10
C 1.89 -0.51 1.45
N 1.42 -0.72 -0.99
```

Atomic partial charges in e from the Mulliken method, atoms 1 to 8: atom 1 (N): -0.582, atom 2 (H): 0.446, atom 3 (H): 0.247, atom 4 (H): -0.470, atom 5 (H): 0.332, atom 6 (C): 0.949, atom 7 (H): 0.264, atom 8 (H): 0.292

---

Record 5
C3H11N3O | ωB97M-V/def2-TZVPD

The calculation puts the energy relative to the best compared isomer or geometry (same formula, charge and spin) at 4.3320 eV. Its electronic energy is -9803.669 eV. Its charge is 0. Its highest occupied orbital energy is -8.67 eV. As for the spin multiplicity: 1.

```
18
C3H11N3O, DFT ωB97M-V/def2-TZVPD
C -1.16 1.67 0.07
H 0.39 -0.05 1.27
N 1.99 -0.29 0.08
O 1.60 1.45 1.50
H -1.31 -2.32 -0.38
H 2.36 -1.24 0.14
H -1.39 -1.89 -2.12
H -0.38 2.10 -0.56
N 1.46 0.03 1.32
C -0.79 -1.82 -1.21
H -0.96 2.00 1.09
H 1.13 -0.34 -0.66
H 2.56 1.60 1.46
C -1.14 0.18 -0.01
N -0.50 -0.42 -0.96
H -2.13 2.04 -0.24
H -1.88 -0.35 0.59
H 0.15 -2.34 -1.38
```

Atomic partial charges in e from the Mulliken method, atoms 1 to 8: atom 1 (C): -1.026, atom 2 (H): 0.394, atom 3 (N): -0.577, atom 4 (O): -0.423, atom 5 (H): 0.309, atom 6 (H): 0.267, atom 7 (H): 0.294, atom 8 (H): 0.276

---

Record 6
C3H11N3O | ωB97M-V/def2-TZVPD

The calculation puts the energy relative to the best compared isomer or geometry (same formula, charge and spin) at 2.4124 eV. Its electronic energy is -9805.589 eV. Its charge is 0. Its highest occupied orbital energy is -9.00 eV. As for the spin multiplicity: 1.

```
18
C3H11N3O, DFT ωB97M-V/def2-TZVPD
H 1.44 -1.31 -1.07
H 1.64 -1.09 0.72
N 0.44 1.38 0.82
H 2.90 0.44 -1.32
H 0.39 0.96 -1.21
O 2.82 0.16 -0.40
H -2.25 0.95 -0.04
H -2.81 -0.63 -0.64
C 1.54 -0.60 -0.25
C 0.44 0.44 -0.25
H -1.39 -2.01 1.02
H -1.42 -0.51 1.72
N -0.77 -0.57 -0.20
N -0.89 -1.13 1.09
H -1.84 0.41 -1.69
H 0.59 0.92 1.71
H 1.14 2.10 0.68
C -1.98 0.08 -0.66
```

Atomic partial charges in e from the Mulliken method, atoms 1 to 8: atom 1 (H): 0.299, atom 2 (H): 0.339, atom 3 (N): -0.639, atom 4 (H): 0.310, atom 5 (H): 0.499, atom 6 (O): -0.559, atom 7 (H): 0.387, atom 8 (H): 0.311

---

Record 7
C3H11N3O | ωB97M-V/def2-TZVPD

The calculation puts the energy relative to the best compared isomer or geometry (same formula, charge and spin) at 2.3690 eV. Its electronic energy is -9787.133 eV. Its charge is +2. Its highest occupied orbital energy is -18.58 eV. As for the spin multiplicity: 1.

```
18
C3H11N3O, DFT ωB97M-V/def2-TZVPD
C -1.73 0.14 -0.44
N 2.93 -0.45 0.38
N -2.61 0.83 0.54
H -2.21 0.81 1.52
H 2.82 -0.71 1.42
H -2.71 1.73 0.26
H 3.17 -1.23 -0.14
H -3.52 0.24 0.36
H -2.04 0.24 -1.41
N -0.45 0.59 -0.22
O -1.97 -1.66 -0.07
H 1.79 1.24 0.57
H 2.35 0.85 -1.20
H 0.64 -1.13 -0.88
C 0.59 -0.06 -0.48
H 3.79 0.20 0.48
H -2.80 -2.10 -0.42
C 1.96 0.46 -0.24
```

Atomic partial charges in e from the Mulliken method, atoms 1 to 8: atom 1 (C): 0.075, atom 2 (N): -0.334, atom 3 (N): -0.216, atom 4 (H): 0.367, atom 5 (H): 0.403, atom 6 (H): 0.310, atom 7 (H): 0.324, atom 8 (H): 0.426

---

Record 8
C3H11N3O2 | ωB97M-V/def2-TZVPD

The calculation puts the energy relative to the best compared isomer or geometry (same formula, charge and spin) at 4.0678 eV. Its electronic energy is -11851.669 eV. Its charge is 0. Its highest occupied orbital energy is -8.77 eV. As for the spin multiplicity: 1.

```
19
C3H11N3O2, DFT ωB97M-V/def2-TZVPD
H -2.86 0.27 -0.73
N 1.50 0.03 0.77
N 1.50 1.30 1.40
O -0.65 -1.02 1.68
H -1.00 -1.94 -0.53
C -2.36 -0.56 -1.23
O -1.12 0.99 0.68
H -2.19 -0.18 -2.24
H 2.32 -1.00 -1.03
H 2.64 0.72 -0.91
H 1.48 -0.86 1.26
H -3.11 -1.36 -1.29
H 1.09 0.28 -1.60
C -0.73 -0.33 0.67
C 1.85 -0.03 -0.89
H 2.30 1.54 1.98
H -0.31 1.54 0.50
H 0.78 1.57 2.07
N -1.14 -0.94 -0.56
```

Atomic partial charges in e from the Mulliken method, atoms 1 to 8: atom 1 (H): 0.294, atom 2 (N): -0.256, atom 3 (N): -0.639, atom 4 (O): -0.646, atom 5 (H): 0.246, atom 6 (C): -0.849, atom 7 (O): -0.562, atom 8 (H): 0.264